1.
The following is a DFT calculation (ωB97M-V/def2-TZVPD) of a molecular structure, C34H46CdN3O6P2Se.

Geometry as XYZ:
```
93
Properties=species:S:1:pos:R:3:lowdin_charge:R:1
Cd -0.1493 0.1201 -0.9619 1.13
C -1.2053 -5.6939 2.5402 -0.05
C -1.2412 -4.3010 1.9511 -0.45
C -2.5699 -3.5973 2.1331 -0.04
O -0.9910 -4.4353 0.5252 -0.20
P -0.0618 -3.3722 -0.2403 0.45
O 0.0704 -2.1053 0.5029 -0.32
C -0.8539 -3.3984 -1.8498 -0.29
P -2.4253 -2.5078 -1.8810 0.44
O -2.4621 -1.4410 -0.8627 -0.32
O -2.7289 -2.1075 -3.3638 -0.20
C -1.8179 -1.6610 -4.4410 -0.46
C -2.1976 -0.2474 -4.8089 -0.05
C -1.9628 -2.6377 -5.5801 -0.05
O -3.5717 -3.5705 -1.5801 -0.18
C -4.2761 -4.4761 -2.4487 -0.43
C -3.3365 -5.3200 -3.2969 -0.04
C -5.3216 -3.7447 -3.2709 -0.05
O 1.3526 -4.0509 -0.3895 -0.17
C 1.8218 -5.1011 -1.2593 -0.42
C 1.8321 -4.6678 -2.7165 -0.07
C 1.0708 -6.3973 -1.0122 -0.05
H -1.4415 -5.6594 3.6064 0.08
H -0.2177 -6.1432 2.4171 0.07
H -1.9410 -6.3324 2.0439 0.08
H -0.4498 -3.6887 2.3820 0.12
H -3.3684 -4.1755 1.6590 0.08
H -2.5374 -2.6128 1.6646 0.07
H -2.7997 -3.4842 3.1965 0.08
H -1.0190 -4.4506 -2.0914 0.05
H -0.1515 -2.8897 -2.5434 -0.06
H -0.7945 -1.6426 -4.0423 -0.04
H -3.2712 -0.1734 -5.0076 0.08
H -1.6455 0.0541 -5.7019 0.08
H -1.9281 0.4358 -4.0060 0.06
H -2.9881 -2.6522 -5.9642 0.08
H -1.6857 -3.6511 -5.2840 0.06
H -1.2959 -2.3318 -6.3889 0.09
H -4.7871 -5.1289 -1.7396 0.14
H -2.5902 -4.6995 -3.7934 0.05
H -3.9010 -5.8350 -4.0762 0.08
H -2.8200 -6.0680 -2.6922 0.08
H -4.8571 -3.0650 -3.9840 0.07
H -5.9734 -3.1640 -2.6174 0.09
H -5.9291 -4.4712 -3.8156 0.08
H 2.8527 -5.2247 -0.9288 0.14
H 0.8841 -4.8865 -3.2146 0.07
H 2.6178 -5.2150 -3.2422 0.08
H 2.0216 -3.5912 -2.8021 0.00
H 0.0018 -6.2775 -1.1998 0.07
H 1.1933 -6.7378 0.0165 0.08
H 1.4500 -7.1679 -1.6870 0.08
C -0.8020 -0.6028 4.0577 -0.08
C 0.4218 -1.2143 4.2844 -0.08
C 1.4879 -0.9039 3.4591 -0.03
C 1.2924 0.0282 2.4438 -0.25
N 0.1226 0.6190 2.2250 0.12
C -0.9003 0.2967 3.0063 -0.12
C 2.4005 0.4209 1.5254 -0.25
C 3.6987 0.5681 2.0027 -0.03
C 4.6842 0.9976 1.1280 -0.08
C 4.3431 1.2621 -0.1858 -0.07
C 3.0247 1.0783 -0.5824 -0.20
N 2.0729 0.6755 0.2581 0.06
H -1.6678 -0.8254 4.6672 0.09
H 0.5365 -1.9430 5.0782 0.10
H 2.4480 -1.3904 3.5726 0.11
H -1.8437 0.7824 2.7748 0.11
H 3.9194 0.3699 3.0431 0.10
H 5.7019 1.1338 1.4744 0.10
H 5.0788 1.5958 -0.9058 0.11
H 2.7113 1.2068 -1.6132 0.02
C 2.8806 3.9024 0.7076 -0.10
C 2.7027 4.2903 -0.6134 -0.09
C 1.4846 4.0499 -1.2210 -0.03
C 0.4640 3.4318 -0.4911 -0.27
N 0.6432 3.0432 0.7748 0.12
C 1.8224 3.2740 1.3454 -0.17
C -0.8879 3.2174 -1.0823 -0.26
C -1.5781 4.3248 -1.5764 -0.07
C -2.8842 4.1898 -2.0308 -0.12
C -3.4801 2.9349 -1.9804 -0.12
C -2.7569 1.8344 -1.5216 -0.17
C -1.4337 1.9344 -1.0726 -0.20
H 3.8166 4.0639 1.2265 0.10
H 3.5078 4.7596 -1.1666 0.10
H 1.3140 4.3068 -2.2592 0.11
H 1.9256 2.9293 2.3711 0.10
H -1.1027 5.3020 -1.5729 0.10
H -3.4264 5.0516 -2.4038 0.08
H -4.5058 2.8059 -2.3148 0.09
H -3.2335 0.8644 -1.5290 0.06
Se 1.2524 -0.8781 -2.8877 -0.28
```

Summary:
**Total charge**: -1
**E_LUMO**: 2.51 eV
**Highest occupied orbital energy**: -2.73 eV
**Energy relative to the best compared isomer or geometry (same formula, charge and spin)**: 120.6 kJ/mol

---

2.
The following is a DFT calculation (ωB97M-V/def2-TZVPD) of a molecular structure, C34H46Cl2CuN5O4P2S.

Geometry as XYZ:
```
95
Properties=species:S:1:pos:R:3:lowdin_charge:R:1
Cu -0.3749 0.3146 0.0762 0.44
N -1.9970 1.2936 -0.6377 0.05
C -3.2703 0.7671 -0.1755 -0.30
C -4.3621 1.6178 -0.0674 -0.02
C -5.6044 1.0972 0.2518 -0.06
C -5.7562 -0.2774 0.4104 -0.06
C -4.6516 -1.1089 0.3191 -0.08
C -3.3713 -0.5923 0.0960 -0.29
P -1.7883 -1.5704 0.1441 1.06
C -2.2652 -2.9559 -0.9592 -0.38
C -2.0146 -4.2832 -0.6228 -0.10
C -2.4388 -5.3073 -1.4582 -0.06
C -3.0944 -5.0200 -2.6486 -0.07
C -3.3182 -3.6992 -3.0097 -0.07
C -2.9087 -2.6729 -2.1652 -0.12
C -1.7498 -2.2791 1.8416 -0.36
C -2.8404 -2.9542 2.3910 -0.09
C -2.7795 -3.4810 3.6750 -0.07
C -1.6171 -3.3538 4.4247 -0.07
C -0.5183 -2.7001 3.8823 -0.07
C -0.5893 -2.1661 2.6025 -0.15
H -1.7617 2.2166 -0.2500 0.07
H -1.9683 1.3432 -1.6504 0.13
H -4.2380 2.6775 -0.2630 0.12
H -6.4592 1.7557 0.3403 0.11
H -6.7343 -0.6982 0.6061 0.11
H -4.7934 -2.1767 0.4132 0.10
H -1.4773 -4.5189 0.2866 0.10
H -2.2530 -6.3363 -1.1773 0.11
H -3.4335 -5.8242 -3.2902 0.11
H -3.8247 -3.4655 -3.9375 0.11
H -3.1110 -1.6443 -2.4463 0.11
H -3.7467 -3.0930 1.8221 0.09
H -3.6356 -4.0054 4.0809 0.11
H -1.5641 -3.7745 5.4214 0.11
H 0.3993 -2.6075 4.4502 0.11
H 0.2731 -1.6536 2.1970 0.02
C 2.1234 4.7141 1.9720 -0.07
C 1.5733 5.2528 0.6519 -0.17
C 1.5578 4.2048 -0.4600 -0.29
C 1.1190 4.8254 -1.8305 -0.15
C -0.1679 5.6443 -1.8030 -0.08
C 2.9565 3.6912 -0.7380 -0.44
O 3.9375 4.3911 -0.7133 0.12
N 3.0363 2.3694 -1.1463 0.21
C 2.0384 1.4249 -1.0090 -0.52
O 2.2359 0.2761 -1.3853 0.02
N 0.8543 1.7932 -0.4226 0.11
C 0.5776 3.0901 -0.1167 -0.41
O -0.5055 3.3926 0.3851 0.01
H 2.0434 5.4626 2.7612 0.08
H 3.1753 4.4408 1.8843 0.04
H 1.5703 3.8263 2.2983 0.07
H 2.1776 6.0931 0.3093 0.13
H 0.5525 5.5989 0.7931 0.11
H 1.0306 4.0166 -2.5611 0.12
H 1.9478 5.4586 -2.1515 0.13
H -0.9804 5.1145 -1.3044 0.07
H -0.4798 5.8692 -2.8247 0.08
H -0.0222 6.5954 -1.2886 0.08
H 3.9433 2.0338 -1.4351 0.16
C 3.8722 -2.0721 -1.5924 -0.04
N 2.6256 -2.0975 -2.3260 -0.16
C 2.5615 -1.5330 -3.6735 -0.11
C 1.1071 -1.7857 -4.0681 -0.11
N 0.4861 -1.9582 -2.7515 0.04
C 1.4046 -2.2341 -1.7979 -0.78
S 1.0283 -2.6721 -0.2066 0.70
H 4.6390 -2.5632 -2.1904 0.10
H 3.7451 -2.6045 -0.6539 0.07
H 4.1642 -1.0398 -1.3911 0.07
H 3.2680 -2.0315 -4.3330 0.13
H 2.7994 -0.4674 -3.6313 0.12
H 1.0014 -2.6895 -4.6679 0.12
H 0.6710 -0.9497 -4.6082 0.12
H -0.4456 -2.3297 -2.6457 0.10
Cl 2.7386 -0.2662 1.9489 0.56
C 4.3236 0.3228 1.4210 -0.98
Cl 4.5956 2.0202 1.8272 0.60
H 4.3625 0.2189 0.3451 -0.01
H 5.0824 -0.2687 1.9122 0.03
C -0.3862 1.1118 4.7142 -0.15
P -1.4775 1.3016 3.3224 0.57
C -1.8408 3.0395 3.2139 -0.16
C -3.0010 0.4890 3.7707 -0.14
O -0.8802 0.7117 2.0733 -0.40
H -0.8801 1.4387 5.6318 0.07
H 0.5204 1.6983 4.5591 0.06
H -0.1199 0.0565 4.8022 0.05
H -2.2483 3.3870 4.1664 0.07
H -2.5624 3.2200 2.4153 0.06
H -0.9306 3.5889 2.9731 0.05
H -3.5907 1.1148 4.4424 0.07
H -2.7735 -0.4597 4.2637 0.05
H -3.5778 0.2826 2.8649 0.05
```

Summary:
**Total charge**: +1
**E_LUMO (alpha / beta)**: -2.07 / -3.96 eV
**Spin multiplicity**: 2
**Highest occupied orbital energy (alpha / beta)**: -10.45 / -10.59 eV
**Energy relative to the best compared isomer or geometry (same formula, charge and spin)**: 0.0 kJ/mol

---

3.
The following is a DFT calculation (ωB97M-V/def2-TZVPD) of 2 unconnected molecules or ions with the total composition C34H46N2O2P.

Geometry as XYZ:
```
85
Properties=species:S:1:pos:R:3:lowdin_charge:R:1
C -12.5609 4.5929 -8.9815 -0.04
O -11.4972 5.5701 -8.8785 -0.07
C -10.5882 5.4456 -7.8748 -0.24
C -9.5189 6.3737 -7.8663 0.02
C -8.6348 6.4100 -6.8037 0.00
C -8.7712 5.5166 -5.7097 -0.17
C -7.8923 5.5985 -4.5408 -0.05
C -6.5642 6.1046 -4.6522 -0.02
C -5.8704 6.8423 -3.6817 0.02
C -5.2274 8.0802 -4.0692 -0.20
C -4.7881 9.0173 -3.0919 -0.01
C -4.4780 10.3273 -3.4541 -0.06
C -4.5560 10.7293 -4.7961 -0.05
C -4.8950 9.7971 -5.7824 -0.06
C -5.1663 8.4762 -5.4376 -0.01
C -8.4021 5.2699 -3.2216 -0.17
C -9.7646 5.4224 -2.8510 0.01
C -10.1417 5.4366 -1.5192 0.03
C -9.1343 5.4650 -0.5306 -0.24
O -9.4472 5.8363 0.7583 -0.10
C -8.8938 7.0806 1.2720 -0.04
C -7.8040 5.1586 -0.8788 -0.01
C -7.4985 4.9148 -2.2002 -0.04
C -9.8014 4.5505 -5.7797 -0.02
C -10.6885 4.4816 -6.8418 0.01
H -13.0895 4.8670 -9.8953 0.10
H -12.1535 3.5736 -9.0670 0.10
H -13.2446 4.6472 -8.1194 0.10
H -9.4406 7.0659 -8.6988 0.13
H -7.8407 7.1505 -6.7881 0.11
H -6.1167 6.0228 -5.6504 0.12
H -6.0778 6.7272 -2.6172 0.06
H -4.7364 8.7035 -2.0471 0.11
H -4.1793 11.0484 -2.6921 0.11
H -4.3443 11.7659 -5.0764 0.12
H -4.9493 10.0979 -6.8322 0.12
H -5.3931 7.7610 -6.2306 0.10
H -10.5247 5.5678 -3.6142 0.12
H -11.1819 5.5622 -1.2277 0.13
H -8.6374 6.8744 2.3153 0.09
H -8.0005 7.4197 0.7166 0.09
H -9.6885 7.8350 1.2158 0.10
H -7.0059 5.1905 -0.1246 0.08
H -6.5030 4.5591 -2.4547 0.09
H -9.8998 3.8150 -4.9792 0.13
H -11.4704 3.7198 -6.8650 0.11
C -0.7163 6.6896 0.2724 -0.05
C -1.6386 5.4790 0.1988 -0.64
C -1.3575 4.6812 -1.0722 -0.10
C -1.4053 4.6020 1.4284 -0.03
N -3.0505 5.9550 0.1378 -0.30
C -3.5066 6.8892 1.1989 -0.21
C -4.2682 6.2142 2.3204 -0.17
C -5.4483 5.3754 1.8474 -0.21
N -5.1238 4.4533 0.7378 -0.29
C -5.4449 3.0129 0.9813 -0.62
C -4.5435 2.5058 2.1048 -0.03
C -5.2044 2.1977 -0.2852 -0.08
C -6.9039 2.8929 1.4247 -0.04
P -4.1886 4.9654 -0.5530 0.97
H -4.8039 5.8356 -1.8599 0.00
H -0.7777 7.1909 1.2463 0.08
H 0.3191 6.3503 0.1453 0.09
H -0.9574 7.4054 -0.5223 0.09
H -1.9706 3.7705 -1.1348 0.04
H -1.5394 5.2996 -1.9604 0.09
H -0.3073 4.3636 -1.0703 0.09
H -2.0055 3.6843 1.3683 0.06
H -0.3461 4.3030 1.4584 0.10
H -1.6305 5.1417 2.3592 0.08
H -2.6259 7.3826 1.6138 0.10
H -4.1327 7.6676 0.7339 0.11
H -3.5968 5.5834 2.9259 0.10
H -4.6593 6.9713 3.0132 0.12
H -5.7992 4.7953 2.7085 0.10
H -6.2845 6.0189 1.5259 0.09
H -4.7292 3.0413 3.0444 0.09
H -4.7449 1.4405 2.2752 0.10
H -3.4851 2.6131 1.8364 0.06
H -5.8405 2.5313 -1.1159 0.07
H -4.1514 2.2304 -0.6017 0.06
H -5.4496 1.1477 -0.0686 0.09
H -7.5895 3.1865 0.6234 0.07
H -7.1040 1.8474 1.6992 0.10
H -7.1286 3.5144 2.3022 0.08
```

Summary:
**Total charge**: +1
**E_LUMO**: -4.85 eV
**Highest occupied orbital energy**: -9.81 eV

---

4.
The following is a DFT calculation (ωB97M-V/def2-TZVPD) of 12 unconnected molecules or ions with the total composition C34H47BrCl45N6O3P2S2.

Geometry as XYZ:
```
140
Properties=species:S:1:pos:R:3:lowdin_charge:R:1
C 3.1013 -5.5858 4.8469 -0.09
C 4.1678 -5.9772 3.7995 -0.25
C 4.5774 -4.7986 2.9043 -0.17
C 4.7976 -5.2089 1.4248 -0.18
N 4.1624 -4.2098 0.5331 -0.21
C 3.3081 -4.8223 -0.5132 -0.23
C 2.0216 -5.4658 -0.0012 -0.18
C 1.1657 -4.5908 0.9235 -0.19
C -0.3374 -4.6029 0.5732 -0.24
N -0.9814 -3.4408 1.1993 -0.21
C -0.8829 -2.1442 0.7939 -0.40
N -1.4058 -1.1618 1.5360 0.18
C -1.0469 -0.0157 0.9432 -0.25
C -1.3983 1.2538 1.6625 -0.11
C -1.8031 2.5590 0.9561 -0.18
C -3.0226 2.4904 0.0247 -0.17
C -2.7741 2.6244 -1.4858 -0.18
C -2.0120 3.8733 -1.9118 -0.22
O -1.5284 3.7063 -3.2348 -0.18
C -0.1280 3.7085 -3.3844 -0.11
N -0.3496 -0.2698 -0.1631 -0.07
C 0.2593 0.7120 -1.0345 -0.14
C 1.7770 0.9505 -0.7537 -0.63
C 2.1094 2.4189 -0.4922 -0.13
Br 2.3403 -0.0914 0.8064 0.77
N -0.2470 -1.6529 -0.3197 -0.05
P 0.5574 -2.5763 -1.6654 0.95
N -0.7311 -2.7968 -2.7668 -0.13
O 1.5105 -1.4976 -2.4297 -0.27
P -1.8896 -3.7184 2.6712 0.65
O -0.9056 -4.7293 3.4555 -0.34
Cl -3.4995 -4.9653 2.1168 0.18
C 5.1555 -3.4202 -0.1175 -1.09
S 6.2625 -3.9994 -1.1517 0.76
S 5.1178 -1.6918 0.2536 0.80
C 6.8173 -1.3211 0.7586 -0.48
C 7.7353 -0.8217 -0.3673 -0.31
C 8.5574 0.4137 0.0568 -0.11
H 3.5916 -5.2723 5.7628 0.07
H 2.4436 -6.4327 5.0299 0.06
H 2.4981 -4.7777 4.4406 0.05
H 5.0537 -6.3610 4.2995 0.10
H 3.7614 -6.7814 3.2030 0.08
H 3.8336 -4.0075 2.9188 0.10
H 5.5053 -4.3985 3.3095 0.11
H 5.8707 -5.2625 1.2631 0.09
H 4.3967 -6.2008 1.2391 0.11
H 3.8796 -5.6056 -1.0235 0.11
H 3.0836 -4.0719 -1.2669 0.08
H 1.4639 -5.7641 -0.8900 0.11
H 2.2789 -6.3864 0.5196 0.10
H 1.5270 -3.5678 0.8326 0.08
H 1.2796 -4.9327 1.9481 0.10
H -0.5155 -4.6968 -0.4979 0.08
H -0.7689 -5.4857 1.0388 0.07
H -2.2140 0.9739 2.3226 0.12
H -0.5528 1.4631 2.3225 0.07
H -2.0611 3.2383 1.7659 0.09
H -0.9348 3.0211 0.4921 0.08
H -3.6105 1.6057 0.2570 0.10
H -3.6738 3.3246 0.2892 0.12
H -3.7580 2.6977 -1.9442 0.09
H -2.3059 1.7144 -1.8596 0.09
H -1.2409 4.1958 -1.2120 0.11
H -2.7407 4.6843 -1.9505 0.13
H 0.2078 4.5950 -3.9195 0.03
H 0.1715 2.8555 -3.9995 0.09
H 0.4112 3.6250 -2.4425 0.06
H -0.2478 1.6632 -0.9733 0.09
H 0.1353 0.3695 -2.0577 0.12
H 2.3864 0.6114 -1.5794 0.07
H 2.3424 2.9074 -1.4339 0.08
H 1.3188 2.9575 0.0260 0.07
H 2.9899 2.4636 0.1396 0.06
H -1.6266 -2.7445 -2.2864 -0.05
H -0.7070 -2.1346 -3.5388 0.05
H 1.5211 -1.6902 -3.3788 0.09
H -1.4291 -5.4560 3.8317 -0.04
H 6.7082 -0.5236 1.4896 0.06
H 7.2596 -2.1738 1.2647 0.08
H 7.1731 -0.5492 -1.2536 0.09
H 8.4432 -1.6038 -0.6221 0.09
H 9.5957 0.3148 -0.2472 0.07
H 8.5551 0.5554 1.1362 0.07
H 8.1743 1.3244 -0.3957 0.07
C -4.7352 -2.4281 -0.9267 -2.03
Cl -6.2436 -2.7753 -1.7658 0.51
Cl -3.7189 -3.8668 -0.9038 0.53
Cl -3.8663 -1.1545 -1.7861 0.54
Cl -5.0747 -1.9116 0.7236 0.55
C 2.1563 1.2992 4.9434 -2.03
Cl 2.4582 2.4516 3.6318 0.50
Cl 0.8098 0.2391 4.4850 0.52
Cl 3.6001 0.3244 5.2114 0.55
Cl 1.7342 2.1836 6.3989 0.51
C -10.2414 -3.2331 -3.6863 -2.05
Cl -10.1389 -1.4780 -3.8327 0.51
Cl -11.4363 -3.6566 -2.4620 0.54
Cl -10.6973 -3.9438 -5.2322 0.54
Cl -8.6518 -3.8488 -3.1991 0.48
C 0.4403 6.9808 -6.3348 -2.05
Cl 0.5236 7.4850 -8.0213 0.54
Cl 0.6411 8.3827 -5.2879 0.51
Cl -1.1305 6.2326 -6.0166 0.54
Cl 1.7224 5.8043 -6.0053 0.53
C 2.8843 6.2628 7.2428 -2.05
Cl 3.1711 5.1340 5.9148 0.49
Cl 1.9615 5.4304 8.5024 0.50
Cl 4.4182 6.8285 7.8982 0.55
Cl 1.9467 7.6362 6.6518 0.53
C -4.0217 -8.4623 4.1986 -2.03
Cl -5.6077 -7.8131 4.6084 0.55
Cl -3.7751 -10.0042 5.0081 0.55
Cl -3.9251 -8.6865 2.4535 0.51
Cl -2.7763 -7.3156 4.7682 0.49
C 0.0637 -9.7598 2.5302 -2.04
Cl -0.9256 -10.7861 1.4917 0.54
Cl 1.7048 -9.7035 1.8891 0.53
Cl -0.6357 -8.1304 2.5715 0.48
Cl 0.0864 -10.4158 4.1651 0.54
C -2.1741 11.8254 -5.3711 -2.05
Cl -2.1468 10.1483 -5.9269 0.49
Cl -0.5476 12.5051 -5.4962 0.52
Cl -3.2789 12.7606 -6.3736 0.51
Cl -2.7067 11.8782 -3.6874 0.53
C -2.2111 14.3106 -9.8199 -2.06
Cl -3.9424 14.1345 -10.1243 0.52
Cl -1.4125 14.9061 -11.2762 0.53
Cl -1.9597 15.4577 -8.5008 0.51
Cl -1.5342 12.7414 -9.3748 0.50
C -2.1643 4.1117 6.0624 -2.04
Cl -1.7734 3.0172 4.7194 0.52
Cl -3.1659 3.2591 7.2353 0.55
Cl -0.6665 4.6376 6.8303 0.49
Cl -3.0385 5.5127 5.4416 0.54
C -8.0072 2.4167 -3.3975 -2.06
Cl -8.2761 2.4466 -5.1396 0.54
Cl -6.6765 3.5082 -2.9871 0.52
Cl -9.4701 2.9358 -2.5625 0.54
Cl -7.5994 0.7708 -2.8960 0.49
```

Summary:
**Total charge**: +1
**E_LUMO**: -2.30 eV
**Highest occupied orbital energy**: -10.09 eV
**Energy relative to the best compared isomer or geometry (same formula, charge and spin)**: 0.0 kJ/mol